Below is a 2-piece molecular cluster, C6H10F2N2OS overall, with properties calculated with wB97M-V/def2-TZVPD.

Properties
* 2S+1: 1
* Kohn-Sham gap: 8.41 eV
* M: 196.22 g/mol
* LUMO energy: -0.45 eV

Geometry as XYZ:
```
22
C6H10F2N2OS | the OMol25 dataset | wB97M-V/def2-TZVPD
C -0.38459 -4.07664 -0.43762
C 0.31839 1.74666 1.35702
C 0.61488 2.00257 -0.11961
C 0.32170 0.24505 1.64148
C -0.39509 1.25282 -0.98813
C -0.68771 -0.44095 0.72755
N -0.97153 -3.04862 -0.39611
N -0.36552 -0.16088 -0.66063
O 0.18931 -5.10449 -0.44149
F -0.45040 -1.36499 -2.85231
F 1.43662 -0.21921 -2.29691
S 0.41463 -1.27745 -1.48974
H 1.05239 2.25486 1.98054
H -0.66471 2.15523 1.59954
H 0.56019 3.06820 -0.33900
H 1.62014 1.65687 -0.36142
H 1.31860 -0.16385 1.46077
H 0.06190 0.05462 2.68269
H -1.40553 1.62217 -0.78984
H -0.18097 1.38228 -2.04704
H -0.71142 -1.52903 0.84263
H -1.69131 -0.05521 0.92764
```

Below is C17H12ClI2N2O9RhS as an isolated structure, with properties calculated with wB97M-V/def2-TZVPD.

Properties
* 2S+1: 5
* relative energy (zero: lowest compared OMol25 entry of this formula, charge and spin): 40.9 kJ/mol
* Kohn-Sham gap (spin up / spin down): 6.96 / 4.84 eV
* M: 812.52 g/mol
* LUMO energy (spin up / spin down): -1.76 / -3.82 eV

Geometry as XYZ:
```
45
C17H12ClI2N2O9RhS | the OMol25 dataset | wB97M-V/def2-TZVPD
Rh -1.39473 0.70431 -0.27861
I 3.91787 0.91383 0.22215
C 2.49131 0.75509 1.70525
C 2.84023 0.53544 3.02737
C 1.86748 0.37872 3.99990
I 2.50355 0.07925 5.95484
C 0.46559 0.41115 3.68334
C -0.57725 0.21773 4.60521
C -1.87981 0.23908 4.17716
C -2.14873 0.45697 2.82558
N -1.18240 0.65768 1.94658
C 0.09906 0.63012 2.35002
C 1.10938 0.83385 1.30500
O 0.76537 1.05343 0.13309
H 3.88546 0.48032 3.29674
H -0.34456 0.04345 5.64701
H -2.69556 0.07762 4.86757
H -3.16029 0.46039 2.43823
O -4.37324 1.97611 -2.41532
Cl -3.63855 0.79426 -2.09578
O -4.13781 -0.36022 -2.74004
O -2.21262 1.00644 -2.44380
O -3.63969 0.60138 -0.62651
C -1.51641 4.22825 0.04689
O -1.67616 2.99620 -0.65604
H -2.46222 4.76638 0.10262
H -0.76254 4.85565 -0.42886
H -1.18818 3.98384 1.05450
H -2.05887 3.13646 -1.53069
O 1.68324 -4.87961 -0.67223
S 0.74379 -4.35619 -1.62453
O 0.17066 -5.25586 -2.58258
N -0.41271 -3.50316 -0.85492
C -0.35707 -2.23432 -1.14448
O -1.11399 -1.37578 -0.57886
C 0.72205 -1.85595 -2.14092
C 1.03522 -0.62797 -2.69476
C 2.11854 -0.54514 -3.56567
C 2.87239 -1.67156 -3.87398
C 2.54415 -2.90962 -3.33157
C 1.46391 -2.96975 -2.47778
H 0.43642 0.24881 -2.49511
H 2.37043 0.40936 -4.01213
H 3.71589 -1.58723 -4.54793
H 3.11136 -3.79920 -3.57593
```

Below is one molecule with the formula C6H12, with properties calculated with wB97M-V/def2-TZVPD.

Properties
* 2S+1: 1
* relative energy (zero: lowest compared OMol25 entry of this formula, charge and spin): 99.3 kJ/mol
* Kohn-Sham gap: 10.71 eV
* M: 84.16 g/mol
* LUMO energy: 1.27 eV
* SMILES: C=CCCCC

Geometry as XYZ:
```
18
C6H12 | the OMol25 dataset | wB97M-V/def2-TZVPD
C -1.22178 0.77532 0.60337
C -1.23716 -0.71388 0.23881
C 0.12073 -1.42552 0.35113
C 1.15597 -0.93350 -0.62220
C 2.26471 -0.27742 -0.29383
C -0.48258 1.70450 -0.38558
H 0.46159 2.04529 0.04370
H -0.78109 0.88256 1.60402
H -2.26187 1.10583 0.71110
H -1.94328 -1.22955 0.90366
H -1.63468 -0.83393 -0.77880
H -0.04044 -2.49951 0.18335
H 0.50182 -1.32072 1.37578
H 0.93900 -1.11943 -1.67712
H 2.50940 -0.04905 0.74293
H 2.96109 0.08298 -1.04597
H -0.23638 1.21150 -1.33366
H -1.07507 2.59457 -0.62070
```

Below is a 13-piece molecular cluster, C4H31O14 overall, with properties calculated with wB97M-V/def2-TZVPD.

Properties
* 2S+1: 1
* relative energy (zero: lowest compared OMol25 entry of this formula, charge and spin): 0.0 kJ/mol
* Kohn-Sham gap: 9.83 eV
* total charge: -1
* M: 303.28 g/mol
* LUMO energy: 2.73 eV

Geometry as XYZ:
```
49
C4H31O14 | the OMol25 dataset | wB97M-V/def2-TZVPD
O -0.55426 0.14605 -2.26596
C -0.57692 -0.16738 -0.97738
O -0.38098 0.72840 -0.09881
C -1.06290 -1.55254 -0.59847
C 0.10424 -2.27569 0.17802
C -0.10842 -3.78733 0.31918
H -1.49291 -1.96845 -1.56182
H -1.99735 -1.59893 0.01558
H 0.29898 -1.87700 1.13922
H 0.92262 -1.97415 -0.37319
H -0.40630 -4.11563 1.20209
H -0.83955 -4.22181 -0.49718
H 0.81619 -4.17877 -0.05570
H -3.53094 -0.28030 -1.24930
H -4.11827 -0.95611 0.00511
O -3.68946 -1.15415 -0.86634
H -2.72783 2.06488 0.63747
H -2.92966 2.57347 2.20800
O -2.94612 2.90655 1.30599
H 2.73924 -1.52812 -1.44657
H 3.15324 -0.64733 -0.56323
O 3.36588 -1.46663 -0.84691
H 1.71565 -0.83361 3.45315
H 0.31466 -1.21934 3.31659
O 0.89565 -0.92425 3.92950
H 1.48715 1.24501 -0.22680
H 2.11043 1.76911 -1.55333
O 2.36405 1.29894 -0.70867
H -1.33045 -0.66241 1.59857
H -1.89988 -1.98005 2.14224
O -1.90997 -1.13786 2.14647
H -0.69384 3.12575 1.64672
H 0.02590 2.28024 0.41870
O -0.10733 3.16654 0.82403
H -2.57136 0.97258 -2.33877
H -2.09562 2.14379 -1.58359
O -2.85337 1.62278 -1.73673
H 0.76375 2.84322 -3.41144
H 0.27956 1.36857 -2.85858
O 1.04249 1.93781 -3.36036
H -0.42509 3.60857 -0.88065
H -0.69954 3.16382 -2.21946
O -1.07713 3.79418 -1.59510
H 2.88961 0.85604 1.18618
H 4.11464 0.71895 0.41869
O 3.85288 0.76611 1.30489
H 3.00474 -1.84160 0.88547
H 3.74113 -1.04789 1.74347
O 3.02273 -1.70403 1.84900
```

Below is one molecule with the formula C8H10O3S3, with properties calculated with wB97M-V/def2-TZVPD.

Properties
* 2S+1: 1
* relative energy (zero: lowest compared OMol25 entry of this formula, charge and spin): 180.4 kJ/mol
* Kohn-Sham gap: 6.56 eV
* M: 250.37 g/mol
* LUMO energy: -1.51 eV

Geometry as XYZ:
```
24
C8H10O3S3 | the OMol25 dataset | wB97M-V/def2-TZVPD
C 0.06860 -0.90826 0.07179
C 0.55896 0.35999 0.44403
C -1.30301 -1.22338 0.21121
C 1.93990 0.80944 0.35944
C -1.88274 1.37840 0.17951
C 0.97172 -2.01185 -0.36725
C 4.22455 0.36209 0.07673
C -4.01494 1.79980 -1.02991
O 2.24717 1.99675 0.52206
O -2.95207 -2.79162 1.48000
O 2.90317 -0.09507 0.08617
S -0.48531 1.63646 1.11104
S -1.81693 -2.77999 0.59838
S -3.29886 2.16059 0.61427
H -1.83612 -0.39438 0.71372
H 1.45530 -1.80465 -1.31119
H 0.30010 -2.81207 -0.52751
H 1.63057 -2.23319 0.43761
H 4.84572 -0.43170 -0.48006
H 4.66536 0.38799 1.16460
H 4.22693 1.22541 -0.39839
H -4.59574 2.80597 -1.29852
H -4.71402 0.97394 -1.05337
H -3.13829 1.58934 -1.60436
```

Below is a 2-piece molecular cluster, C5H15N2O overall, with properties calculated with wB97M-V/def2-TZVPD.

Properties
* 2S+1: 1
* relative energy (zero: lowest compared OMol25 entry of this formula, charge and spin): 474.9 kJ/mol
* Kohn-Sham gap: 7.54 eV
* total charge: +1
* M: 119.19 g/mol
* LUMO energy: -6.98 eV

Geometry as XYZ:
```
23
C5H15N2O | the OMol25 dataset | wB97M-V/def2-TZVPD
C -0.58697 -0.44588 1.97790
C -0.79369 1.01996 1.38480
C 0.59397 1.34566 0.75982
C 1.11694 0.46764 -0.40908
C 0.30347 0.19363 -1.62285
N -0.13164 -1.27630 -1.99455
N 2.55268 0.00602 -0.48811
H -1.52563 -0.94362 2.03008
H 0.09701 -0.83326 1.20966
H -0.14088 -0.33152 2.96851
H -1.11552 1.77319 2.12159
H -1.60221 0.97565 0.65009
H 0.57607 2.50556 0.58094
H 1.50693 1.26301 1.51588
H -0.57098 0.80064 -1.52953
H 0.44632 -1.82024 -1.26896
H 0.89627 0.41373 -2.48872
H 0.29408 -1.62387 -2.91404
H 3.25464 0.75445 -0.61586
H 2.81604 -0.65237 0.17777
H -3.38925 -0.89233 -0.59989
H -2.09726 -1.53049 -1.10423
O -2.50037 -1.16927 -0.34120
```

Below is C22H58BrN4O9V as an isolated structure, with properties calculated with wB97M-V/def2-TZVPD.

Properties
* 2S+1: 1
* Kohn-Sham gap: 5.65 eV
* M: 653.57 g/mol
* LUMO energy: -2.51 eV

Geometry as XYZ:
```
95
C22H58BrN4O9V | the OMol25 dataset | wB97M-V/def2-TZVPD
O -1.19458 -4.04386 1.21513
V -0.25657 -3.21068 2.27200
O 1.08599 -3.95798 2.21404
Br 0.35212 -0.00876 0.43571
C -0.16083 -5.65029 5.08443
O -0.69115 -4.31961 5.14034
C -0.54698 -3.70366 6.44215
C 0.74805 -2.83734 6.45883
N 0.64453 -1.72263 5.44289
C 1.97949 -1.08785 5.28919
C 2.42312 -0.20955 6.55753
O 1.28584 0.06725 7.34079
C 1.59594 0.59999 8.64360
H 0.88811 -5.76934 5.35579
H -0.27054 -6.18518 4.14106
H -0.62798 -6.32490 5.80191
H -0.47419 -4.45614 7.22737
H -1.41920 -3.10235 6.69862
H 1.59072 -3.48203 6.20904
H 0.90555 -2.38955 7.44003
H 0.11021 -0.97040 5.85371
H 2.02687 -0.38505 4.45737
H 2.70388 -1.88616 5.12775
H 2.77655 0.77396 6.24786
H 3.15874 -0.70633 7.19012
H 1.21611 -0.04915 9.43255
H 1.24501 1.63095 8.68913
H 2.66560 0.74863 8.79136
C -3.29714 6.39991 -1.41282
O -1.97539 6.23145 -1.84176
C -1.54371 4.86423 -1.86245
C -0.03262 4.77817 -2.26229
N 0.23343 5.08904 -3.70800
C 0.15671 3.87259 -4.54143
C 0.39771 4.12589 -6.03093
O -0.61290 4.87209 -6.61310
C -0.54405 5.15841 -7.99329
H -3.49865 7.47093 -1.43314
H -3.41612 6.00735 -0.40295
H -3.93316 5.84884 -2.10557
H -2.14497 4.17800 -2.45884
H -1.57523 4.49776 -0.83639
H 0.39152 3.82404 -1.94949
H 0.47143 5.57391 -1.71381
H -0.43866 5.75841 -4.05492
H -0.82101 3.39732 -4.46212
H 0.87201 3.16741 -4.11814
H 0.49917 3.19063 -6.58147
H 1.34264 4.65820 -6.13986
H -0.75143 4.35011 -8.69452
H 0.46043 5.48375 -8.26397
H -1.32152 5.88889 -8.21698
C 4.80318 -0.08349 -3.24944
C 4.43298 -1.46163 -3.63338
C 5.65019 -2.19036 -4.31292
O 6.02826 -1.37620 -5.42854
C 6.99207 -1.99043 -6.23557
N 3.94256 -2.15862 -2.44300
H 5.14589 0.50439 -4.10093
H 5.71535 -0.08089 -2.65274
H 4.05944 0.47452 -2.68060
H 3.61752 -1.54682 -4.35160
H 5.26328 -3.16581 -4.60772
H 6.44894 -2.29273 -3.57833
H 7.97263 -2.00031 -5.75964
H 7.07306 -1.32536 -7.09535
H 6.63535 -2.99156 -6.47763
H 3.25590 -1.54430 -2.02923
H 4.71781 -2.27259 -1.80574
C -5.24831 -2.23782 3.87009
C -4.68396 -1.18119 2.91608
C -5.53383 0.10914 3.14972
O -4.95168 1.19212 2.44050
C -5.09400 1.03039 1.00791
N -3.28770 -0.99467 3.31475
H -6.21443 -2.56138 3.48277
H -5.39360 -1.94335 4.90946
H -4.56300 -3.08121 3.95460
H -4.76316 -1.54133 1.89035
H -5.44991 0.34773 4.20997
H -6.57130 -0.00155 2.83430
H -6.15194 0.92437 0.76787
H -4.47961 0.24295 0.57138
H -4.75297 1.99242 0.62543
H -3.15824 -0.06704 2.93682
H -3.32393 -0.77983 4.30097
C -1.60111 -3.01080 -5.17574
C -0.77732 -2.24542 -4.16976
O -1.68029 -1.47949 -3.49279
H -2.28844 -3.67007 -4.64562
H -0.89516 -3.59546 -5.76558
H -2.15929 -2.44851 -5.92432
H -0.07227 -1.60091 -4.69474
H -0.12871 -2.90544 -3.59377
H -1.20921 -1.04069 -2.78065
```

Below is C9H14N2O5Rh as an isolated structure, with properties calculated with wB97M-V/def2-TZVPD.

Properties
* 2S+1: 5
* relative energy (zero: lowest compared OMol25 entry of this formula, charge and spin): 0.0 kJ/mol
* Kohn-Sham gap (spin up / spin down): 7.27 / 4.46 eV
* total charge: +3
* M: 333.13 g/mol
* LUMO energy (spin up / spin down): -11.71 / -16.73 eV

Geometry as XYZ:
```
31
C9H14N2O5Rh | the OMol25 dataset | wB97M-V/def2-TZVPD
Rh -0.00580 0.10421 -0.12228
C 0.08068 1.53007 1.17591
O 0.12660 2.44937 1.89555
C -0.00921 1.22458 -1.63077
O -0.00998 2.00160 -2.45749
C -1.99586 0.02226 -0.01502
O -3.13713 0.15435 0.02678
C 1.99064 -0.10649 -0.11491
O 3.14130 -0.05633 -0.11379
H -0.08991 -3.73926 -2.47731
H -0.09307 -3.26952 -3.08938
C -2.49410 -1.07279 2.71718
N -1.28317 -0.67077 3.40830
C -1.52122 -0.14565 4.71709
C -0.04074 -0.99872 2.91179
O 0.02942 -1.41005 1.71318
N 1.16144 -0.96298 3.57294
C 1.43139 -0.71212 4.95808
C 2.35010 -1.35149 2.82409
H -3.09354 -1.71725 3.37447
H -2.32019 -1.61498 1.78260
H -3.12313 -0.19447 2.52744
H -1.25109 -0.88761 5.47393
H -0.98137 0.79342 4.86583
H -2.58945 0.06046 4.81273
H 1.82918 -1.64468 5.37797
H 2.23029 0.04007 4.99386
H 0.56827 -0.37855 5.52086
H 2.22078 -2.25562 2.20966
H 2.71539 -0.55075 2.17140
H 3.16051 -1.54900 3.53221
```

Below is C30H22AuN3PS2 as an isolated structure, with properties calculated with wB97M-V/def2-TZVPD.

Properties
* 2S+1: 1
* Kohn-Sham gap: 6.51 eV
* total charge: -1
* M: 716.60 g/mol
* LUMO energy: 2.73 eV

Geometry as XYZ:
```
59
C30H22AuN3PS2 | the OMol25 dataset | wB97M-V/def2-TZVPD
Au 0.19699 -0.50754 0.64477
C 4.25722 1.57110 -0.25769
C 2.89757 1.40677 0.06163
N 2.46712 0.48799 0.88585
C 3.33385 -0.37601 1.46953
C 4.72212 -0.26172 1.23359
C 5.15834 0.73861 0.33695
C 5.64111 -1.12643 1.88244
C 5.14548 -2.06556 2.73010
C 3.76132 -2.21567 2.96999
C 2.78926 -1.42369 2.35457
N 1.43316 -1.50443 2.44634
C 0.68796 -2.20633 3.33377
C 1.09872 -3.01626 4.39819
C 0.19679 -3.71598 5.22795
C -1.15120 -3.64120 5.06842
C -1.65557 -2.78736 4.05452
C -3.04394 -2.60617 3.87071
C -3.50839 -1.74038 2.92639
C -2.57057 -1.04215 2.14751
N -1.27778 -1.21022 2.28617
C -0.77788 -2.07069 3.21150
H 4.56225 2.33660 -0.95956
H 2.14001 2.04448 -0.38504
H 6.21973 0.82291 0.12910
H 6.70270 -1.02780 1.69019
H 5.82528 -2.74102 3.23866
H 3.48633 -3.02113 3.61685
H 2.13487 -3.12389 4.63743
H 0.60892 -4.33652 6.01640
H -1.83798 -4.18879 5.70224
H -3.72705 -3.16249 4.50361
H -4.56661 -1.57634 2.77023
H -2.88065 -0.32606 1.39122
S -2.38354 2.00159 -0.17142
P -1.52718 1.31873 -1.80588
S -0.06208 -0.08463 -1.71236
C -2.82443 0.70103 -2.94126
C -3.00398 -0.66480 -3.12772
C -4.04126 -1.13361 -3.92539
C -4.89975 -0.24059 -4.55159
C -4.72508 1.12658 -4.36910
C -3.69724 1.59242 -3.56262
C -0.76793 2.68990 -2.76605
C -0.48722 2.55753 -4.12543
C 0.15139 3.57733 -4.81859
C 0.52829 4.73844 -4.15530
C 0.26223 4.87266 -2.79963
C -0.38854 3.85641 -2.11047
H -2.31867 -1.35444 -2.64945
H -4.17471 -2.20011 -4.06020
H -5.70041 -0.60636 -5.18318
H -5.39445 1.82958 -4.84979
H -3.57719 2.65757 -3.40264
H -0.75805 1.64428 -4.64278
H 0.35792 3.46401 -5.87601
H 1.02630 5.53514 -4.69469
H 0.55628 5.77427 -2.27595
H -0.62019 3.96043 -1.05701
```

Below is a 7-piece molecular cluster, C14H28Br14 overall, with properties calculated with wB97M-V/def2-TZVPD.

Properties
* 2S+1: 1
* relative energy (zero: lowest compared OMol25 entry of this formula, charge and spin): 65.6 kJ/mol
* Kohn-Sham gap: 10.14 eV
* M: 1315.03 g/mol
* LUMO energy: 0.18 eV
* SMILES: BrCCBr.BrCCBr.BrCCBr.BrCCBr.BrCCBr.BrCCBr.BrCCBr

Geometry as XYZ:
```
56
C14H28Br14 | the OMol25 dataset | wB97M-V/def2-TZVPD
Br -5.35935 -3.58905 -1.71183
C -3.68534 -3.64418 -0.67057
C -3.18031 -5.03801 -0.50343
Br -1.95804 -5.16617 1.04165
H -3.89234 -3.18336 0.29592
H -2.99866 -2.94622 -1.14178
H -2.58788 -5.31930 -1.36943
H -3.98022 -5.73448 -0.28206
Br -0.41020 -5.14007 6.16841
C -1.66059 -4.58079 4.82358
C -1.45159 -3.10044 4.54814
Br -2.71664 -2.49070 3.14930
H -2.66301 -4.77947 5.19016
H -1.48104 -5.19777 3.94872
H -0.42991 -2.87998 4.25384
H -1.66561 -2.53739 5.45246
Br -0.44537 1.29318 0.96165
C 0.28624 -0.23342 -0.02811
C -0.76859 -1.32484 -0.12034
Br 0.12422 -2.86326 -0.94649
H 1.10699 -0.53151 0.61248
H 0.58632 0.15229 -0.99493
H -1.64374 -1.06747 -0.70618
H -1.03996 -1.60272 0.89426
Br 3.10439 1.38264 -2.17840
C 2.10760 2.94204 -2.83021
C 0.95175 2.48660 -3.69293
Br -0.38061 3.89607 -3.98773
H 2.75378 3.55630 -3.45278
H 1.76421 3.54584 -1.99358
H 0.44876 1.63684 -3.24507
H 1.30597 2.39685 -4.71337
Br 4.00628 4.51813 -0.01983
C 2.88522 4.91859 1.53987
C 1.48826 4.40393 1.26797
Br 0.20733 5.16700 2.56270
H 2.92625 5.97904 1.76329
H 3.34196 4.34900 2.34324
H 1.48187 3.32189 1.36090
H 1.13655 4.64893 0.26914
Br -0.89108 6.53576 -0.98489
C -2.41931 5.33535 -1.18313
C -2.08600 3.94230 -0.69561
Br -3.51391 2.60325 -0.92782
H -2.63326 5.19886 -2.24421
H -3.29655 5.79161 -0.73764
H -1.85807 3.92172 0.37037
H -1.17157 3.56607 -1.14655
Br 4.57723 -3.43583 -3.42042
C 3.72156 -2.56977 -1.87729
C 3.73647 -3.52854 -0.72718
Br 3.54362 -2.59177 1.00784
H 2.70889 -2.35180 -2.19721
H 4.32609 -1.69240 -1.67790
H 4.67582 -4.07531 -0.68193
H 2.96511 -4.29411 -0.73505
```

Q: M of number 4 (C4H31O14)?
A: 303.28 g/mol